1.
C43H35F5O14P | wB97M-V/def2-TZVPD

The gap between HOMO and LUMO comes out at 7.472 eV. As for the total charge: +1. As for the HOMO energy: -11.32 eV.

CARTESIAN COORDINATES (ANGSTROEM)
O1 5.766 0.998 2.928
C1 4.623 0.873 2.726
O2 4.095 1.162 1.521
C2 3.707 0.337 3.820
P1 2.439 1.550 4.363
C3 1.551 2.367 2.978
C4 0.508 1.426 2.306
C5 -0.942 1.777 2.728
C6 -1.977 1.089 1.831
F1 -2.431 1.965 0.935
F2 -1.362 0.115 1.118
C7 -3.168 0.437 2.575
F3 -3.726 -0.444 1.779
F4 -2.830 -0.154 3.702
F5 -4.058 1.359 2.869
H1 4.706 0.804 0.852
H2 4.332 0.080 4.681
H3 3.216 -0.573 3.449
H4 1.466 0.812 5.075
H5 2.962 2.468 5.300
H6 0.986 3.209 3.402
H7 2.278 2.750 2.252
H8 0.559 1.638 1.231
H9 0.730 0.360 2.444
H10 -1.124 1.510 3.779
H11 -1.012 2.870 2.673
C8 1.778 4.275 -2.942
C9 1.175 4.561 -1.790
C10 1.556 3.870 -0.538
O3 1.009 4.121 0.523
C11 2.628 2.858 -0.611
C12 3.233 2.567 -1.757
C13 2.855 3.256 -3.015
O4 3.407 2.995 -4.063
H12 1.516 4.767 -3.870
H13 0.388 5.300 -1.715
H14 2.884 2.374 0.318
H15 4.019 1.827 -1.828
C14 3.407 2.058 -7.365
C15 4.078 3.171 -7.086
C16 4.878 3.867 -8.122
O5 5.493 4.882 -7.867
C17 4.899 3.276 -9.483
C18 4.227 2.162 -9.762
C19 3.427 1.465 -8.724
O6 2.813 0.451 -8.978
H16 2.819 1.536 -6.621
H17 4.073 3.615 -6.101
H18 5.488 3.799 -10.226
H19 4.231 1.715 -10.748
C20 -7.066 -4.918 2.979
C21 -7.963 -4.196 2.310
C22 -7.790 -2.735 2.123
O7 -8.604 -2.073 1.516
C23 -6.579 -2.109 2.711
C24 -5.684 -2.831 3.379
C25 -5.858 -4.291 3.564
O8 -5.037 -4.949 4.174
H20 -7.176 -5.986 3.125
H21 -8.851 -4.636 1.874
H22 -6.469 -1.042 2.565
H23 -4.795 -2.392 3.815
C26 -4.688 1.650 -4.068
C27 -3.429 1.984 -3.797
C28 -2.691 1.356 -2.676
O9 -1.542 1.661 -2.425
C29 -3.409 0.340 -1.869
C30 -4.668 0.005 -2.138
C31 -5.408 0.633 -3.261
O10 -6.553 0.328 -3.509
H24 -5.244 2.098 -4.882
H25 -2.889 2.723 -4.376
H26 -2.852 -0.107 -1.056
H27 -5.208 -0.734 -1.558
C32 7.637 4.051 -1.301
C33 8.904 4.455 -1.239
C34 9.855 3.860 -0.269
O11 11.006 4.227 -0.209
C35 9.339 2.795 0.628
C36 8.072 2.393 0.564
C37 7.126 2.990 -0.405
O12 5.965 2.622 -0.467
H28 6.928 4.474 -2.001
H29 9.296 5.230 -1.886
H30 10.047 2.371 1.329
H31 7.678 1.619 1.211
C38 -5.991 -11.106 4.682
C39 -6.888 -10.384 4.014
C40 -6.714 -8.924 3.828
O13 -7.534 -8.265 3.219
C41 -5.505 -8.297 4.414
C42 -4.609 -9.019 5.083
C43 -4.781 -10.480 5.269
O14 -3.964 -11.138 5.876
H32 -6.100 -12.173 4.829
H33 -7.776 -10.824 3.578
H34 -5.395 -7.229 4.268
H35 -3.720 -8.579 5.518


2.
C43H35N4PRuS2 | wB97M-V/def2-TZVPD

The gap between HOMO and LUMO (alpha / beta) comes out at 6.475 / 6.322 eV. The spin multiplicity is 2. For the energy relative to the best compared isomer or geometry (same formula, charge and spin), the calculation gives 0.000 eV. As for the total charge: +1. As for the HOMO energy (alpha / beta): -9.72 / -9.71 eV.

CARTESIAN COORDINATES (ANGSTROEM)
Ru1 -0.231 0.253 -0.053
C1 1.982 2.934 2.618
C2 2.698 2.044 3.398
C3 2.612 0.689 3.125
C4 1.817 0.255 2.079
N1 1.125 1.136 1.316
C5 1.209 2.439 1.583
C6 1.629 -1.172 1.741
C7 2.276 -2.240 2.340
C8 1.961 -3.529 1.926
C9 1.042 -3.725 0.907
C10 0.449 -2.612 0.327
N2 0.730 -1.386 0.775
C11 -0.462 -2.613 -0.839
C12 -0.875 -3.767 -1.486
C13 -1.641 -3.665 -2.634
C14 -1.973 -2.405 -3.108
C15 -1.548 -1.297 -2.400
N3 -0.817 -1.387 -1.292
H1 2.015 3.997 2.799
H2 3.312 2.397 4.215
H3 3.141 -0.026 3.736
H4 0.619 3.092 0.955
H5 3.010 -2.080 3.115
H6 2.438 -4.378 2.394
H7 0.804 -4.722 0.567
H8 -0.593 -4.734 -1.099
H9 -1.971 -4.554 -3.152
H10 -2.571 -2.278 -3.999
H11 -1.812 -0.294 -2.704
S1 -1.345 0.154 2.318
C16 -2.773 -0.585 1.677
N4 -3.068 -0.627 0.407
C17 -4.303 -1.217 0.195
C18 -4.958 -1.323 -1.031
C19 -6.195 -1.935 -1.085
C20 -6.801 -2.436 0.070
C21 -6.184 -2.306 1.301
C22 -4.941 -1.690 1.351
S2 -3.959 -1.325 2.733
H12 -4.513 -0.896 -1.920
H13 -6.713 -2.010 -2.031
H14 -7.770 -2.912 0.005
H15 -6.664 -2.660 2.203
C23 -0.821 1.072 -4.796
C24 0.674 0.955 -4.947
C25 1.188 0.816 -6.232
C26 2.551 0.736 -6.462
C27 3.429 0.812 -5.395
C28 2.938 0.944 -4.107
C29 1.566 1.010 -3.864
P1 0.927 1.251 -2.155
C30 2.527 1.368 -1.253
C31 3.037 2.596 -0.848
C32 4.223 2.676 -0.129
C33 4.908 1.518 0.193
C34 4.421 0.291 -0.237
C35 3.249 0.194 -0.978
C36 2.856 -1.145 -1.543
C37 0.265 2.926 -2.126
C38 0.737 3.960 -2.934
C39 0.265 5.246 -2.745
C40 -0.675 5.491 -1.745
C41 -1.170 4.453 -0.975
C42 -0.739 3.140 -1.181
C43 -1.380 1.979 -0.496
H16 -1.246 1.594 -5.651
H17 -1.107 1.628 -3.902
H18 -1.281 0.084 -4.760
H19 0.500 0.778 -7.068
H20 2.924 0.628 -7.471
H21 4.497 0.781 -5.560
H22 3.642 1.013 -3.290
H23 2.497 3.504 -1.081
H24 4.605 3.641 0.175
H25 5.828 1.567 0.760
H26 4.975 -0.613 -0.014
H27 3.323 -1.956 -0.985
H28 3.182 -1.224 -2.582
H29 1.777 -1.292 -1.539
H30 1.495 3.761 -3.682
H31 0.637 6.056 -3.356
H32 -1.039 6.497 -1.586
H33 -1.932 4.647 -0.230
H34 -2.135 1.547 -1.165
H35 -1.903 2.295 0.410


3.
C43H36ClMnN7O7P | wB97M-V/def2-TZVPD

The gap between HOMO and LUMO (alpha / beta) comes out at 6.812 / 6.310 eV. The spin multiplicity is 2. As for the total charge: -1. As for the HOMO energy (alpha / beta): -4.39 / -3.89 eV.

CARTESIAN COORDINATES (ANGSTROEM)
Mn1 0.216 1.341 -0.473
N1 2.897 3.170 -0.202
C1 1.857 3.977 -0.245
N2 2.014 5.308 -0.190
C2 0.896 6.006 -0.193
N3 1.010 7.365 -0.207
N4 -0.357 5.513 -0.199
C3 -0.393 4.195 -0.264
N5 0.633 3.381 -0.318
C4 -1.719 3.511 -0.241
C5 -2.916 4.196 -0.242
C6 -4.091 3.458 -0.194
C7 -4.010 2.081 -0.136
C8 -2.763 1.478 -0.142
N6 -1.636 2.188 -0.206
H1 3.802 3.587 -0.321
H2 2.697 2.132 -0.430
H3 1.904 7.740 0.058
H4 0.188 7.879 0.057
H5 -2.904 5.275 -0.280
H6 -5.053 3.956 -0.202
H7 -4.898 1.462 -0.084
H8 -2.640 0.405 -0.103
N7 2.056 0.773 -0.808
P1 2.900 -0.493 -0.748
C9 3.093 -1.278 0.904
C10 3.324 -0.421 1.981
C11 3.506 -0.926 3.260
C12 3.436 -2.298 3.483
C13 3.180 -3.156 2.424
C14 3.014 -2.647 1.139
C15 4.648 -0.167 -1.191
C16 5.714 -0.939 -0.732
C17 7.018 -0.638 -1.106
C18 7.268 0.440 -1.945
C19 6.212 1.214 -2.410
C20 4.909 0.911 -2.034
C21 2.446 -1.888 -1.830
C22 3.283 -2.414 -2.808
C23 2.822 -3.399 -3.675
C24 1.519 -3.859 -3.570
C25 0.675 -3.339 -2.596
C26 1.133 -2.358 -1.731
H9 3.336 0.650 1.811
H10 3.683 -0.249 4.088
H11 3.565 -2.693 4.485
H12 3.106 -4.224 2.595
H13 2.811 -3.322 0.316
H14 5.526 -1.779 -0.071
H15 7.839 -1.244 -0.739
H16 8.285 0.677 -2.236
H17 6.403 2.054 -3.068
H18 4.069 1.500 -2.389
H19 4.299 -2.051 -2.907
H20 3.478 -3.794 -4.441
H21 1.153 -4.614 -4.257
H22 -0.351 -3.680 -2.525
H23 0.476 -1.931 -0.980
O1 -0.756 0.105 -4.299
C27 -1.133 -0.017 -3.132
O2 -0.627 0.505 -2.091
C28 -2.376 -0.860 -2.871
C29 -3.371 -0.900 -3.837
C30 -4.563 -1.610 -3.643
C31 -4.688 -2.287 -2.455
O3 -5.744 -3.059 -2.017
C32 -5.379 -3.512 -0.713
O4 -4.077 -3.028 -0.414
C33 -3.694 -2.264 -1.500
C34 -2.531 -1.554 -1.661
H24 -3.195 -0.368 -4.764
H25 -5.348 -1.630 -4.389
H26 -5.372 -4.603 -0.702
H27 -6.089 -3.118 0.017
H28 -1.787 -1.488 -0.873
C35 -3.658 -2.659 3.811
C36 -3.628 -1.164 3.691
C37 -4.780 -0.402 3.775
C38 -4.721 0.980 3.652
Cl1 -6.200 1.913 3.745
C39 -3.519 1.622 3.450
C40 -2.350 0.872 3.357
C41 -2.406 -0.509 3.475
O5 -1.328 -1.310 3.388
C42 -0.097 -0.665 3.097
C43 -0.111 -0.063 1.694
O6 -0.505 -0.784 0.756
O7 0.278 1.137 1.575
H29 -4.675 -3.008 3.995
H30 -3.016 -2.998 4.627
H31 -3.279 -3.129 2.901
H32 -5.736 -0.886 3.935
H33 -3.485 2.698 3.349
H34 -1.407 1.376 3.171
H35 0.651 -1.454 3.125
H36 0.137 0.094 3.845